(1)
# C26H51Cl22F9N3OS

A cluster of 12 separate species, C26H51Cl22F9N3OS in total (wB97M-V/def2-TZVPD, OMol25).

Calculated values
frontier orbital gap = 8.255 eV
total charge = +1
E_LUMO = -3.504 eV

Last column: Mulliken charge in e.
Cartesian coordinates (Å):
C  -5.562  3.240  2.371  -1.09
C  -4.584  2.292  3.207  -0.33
N  -3.129  2.563  2.999  0.14
C  -2.712  2.463  1.577  -0.96
C  -3.312  1.182  0.827  -0.96
N  -2.334  0.528  -0.143  0.90
C  -2.034  1.391  -1.328  -0.84
C  -3.303  1.732  -2.235  -0.84
C  -4.152  0.458  -2.701  -0.33
N  -3.361  -0.774  -2.943  -0.15
C  -1.130  0.021  0.611  -1.20
C  0.235  0.821  0.371  -0.42
C  1.206  0.412  1.614  -0.20
C  2.716  0.477  1.133  -1.03
C  3.736  -0.598  1.646  1.00
F  4.391  -1.147  0.497  -0.25
F  4.790  0.134  2.292  -0.32
C  3.279  -1.675  2.708  0.48
F  4.490  -2.160  3.289  -0.27
F  2.563  -1.178  3.806  -0.21
S  2.414  -3.202  2.068  1.19
F  0.992  -2.881  2.912  -0.33
F  1.872  -2.473  0.683  -0.21
F  3.797  -3.802  1.341  -0.31
F  2.923  -4.008  3.460  -0.32
F  1.654  -4.603  1.534  -0.32
C  -2.364  1.662  3.873  0.44
C  -1.259  2.249  4.879  -1.07
O  -2.538  0.413  3.933  -0.53
H  -6.629  2.981  2.701  0.38
H  -5.494  3.125  1.244  0.22
H  -5.374  4.316  2.722  0.30
H  -4.868  1.181  3.089  0.34
H  -4.793  2.521  4.316  0.45
H  -3.132  3.388  1.037  0.26
H  -1.582  2.563  1.531  0.33
H  -3.593  0.341  1.560  0.66
H  -4.284  1.474  0.311  0.52
H  -2.839  -0.319  -0.483  0.24
H  -1.279  0.829  -1.980  0.56
H  -1.555  2.398  -1.054  0.30
H  -2.888  2.219  -3.191  0.41
H  -3.907  2.547  -1.717  0.32
H  -4.791  0.735  -3.612  0.39
H  -4.903  0.242  -1.854  -0.23
H  -3.483  -1.481  -2.210  0.23
H  -2.378  -0.587  -3.155  0.11
H  -1.315  -0.085  1.741  0.27
H  -0.938  -1.054  0.248  0.37
H  0.652  0.489  -0.634  0.63
H  0.136  1.951  0.352  0.25
H  0.823  -0.589  1.976  0.38
H  1.046  1.252  2.382  0.14
H  2.715  0.446  -0.017  0.20
H  3.113  1.527  1.383  0.38
H  -1.074  3.363  4.710  0.28
H  -0.309  1.633  4.904  0.25
H  -1.727  2.169  5.927  0.37
C  -6.939  -2.312  -0.846  -0.43
Cl  -8.266  -2.473  0.305  -0.13
Cl  -5.687  -1.221  -0.228  -0.05
H  -6.499  -3.292  -1.019  0.34
H  -7.326  -1.911  -1.781  0.28
C  -12.354  -2.387  -0.242  -0.28
Cl  -12.583  -0.697  0.225  -0.15
Cl  -11.602  -2.513  -1.837  -0.14
H  -11.711  -2.872  0.490  0.22
H  -13.323  -2.882  -0.268  0.34
C  5.875  2.652  4.266  -0.15
Cl  4.131  2.916  4.110  -0.17
Cl  6.681  4.086  4.908  -0.14
H  6.047  1.817  4.942  0.37
H  6.286  2.425  3.288  0.07
C  4.636  -0.728  -2.997  1.30
Cl  3.254  -1.082  -4.042  -0.15
Cl  5.406  0.799  -3.448  -0.19
H  4.292  -0.659  -1.968  -0.49
H  5.365  -1.533  -3.090  -0.46
C  8.634  -2.432  -3.057  -0.17
Cl  8.688  -1.248  -4.367  -0.14
Cl  7.032  -3.175  -2.933  -0.20
H  9.368  -3.209  -3.252  0.21
H  8.866  -1.933  -2.119  0.27
C  -13.118  1.598  2.840  0.22
Cl  -13.448  3.310  2.551  -0.16
Cl  -12.008  1.380  4.199  -0.16
H  -14.054  1.090  3.063  0.29
H  -12.669  1.169  1.946  -0.18
C  -2.902  -2.668  -5.962  -0.34
Cl  -4.228  -2.807  -4.796  -0.12
Cl  -1.631  -1.582  -5.383  -0.14
H  -2.473  -3.654  -6.125  0.29
H  -3.296  -2.277  -6.898  0.31
C  12.886  -2.261  -2.766  -0.25
Cl  12.467  -1.818  -4.424  -0.13
Cl  11.625  -3.261  -2.032  -0.15
H  13.819  -2.820  -2.774  0.29
H  13.004  -1.353  -2.177  0.26
C  2.127  -4.478  -2.269  -0.04
Cl  1.057  -3.432  -3.212  -0.07
Cl  2.957  -5.645  -3.303  -0.16
H  2.870  -3.861  -1.766  0.01
H  1.535  -5.017  -1.531  0.25
C  4.667  3.766  -6.127  0.22
Cl  2.912  3.979  -6.193  -0.16
Cl  5.469  5.238  -5.568  -0.15
H  4.897  2.955  -5.440  -0.17
H  5.031  3.522  -7.123  0.26
C  10.057  1.920  3.892  -0.32
Cl  8.583  1.856  2.914  -0.10
Cl  9.686  2.201  5.596  -0.13
H  10.584  0.972  3.797  0.29
H  10.686  2.730  3.528  0.29



(2)
# C26H51Cu2NO10S3

A structure of composition C26H51Cu2NO10S3 (wB97M-V/def2-TZVPD, OMol25).

Calculated values
frontier orbital gap = 3.746 eV
total charge = 0
E_LUMO = -1.628 eV

Last column: Mulliken charge in e.
Cartesian coordinates (Å):
Cu  1.735  -0.392  -2.047  0.01
Cu  -0.091  -1.836  -0.930  -0.31
C  -1.401  -2.119  -3.519  -1.71
C  -2.621  -2.517  -2.535  0.90
C  -2.665  -4.068  -2.466  -1.16
C  -3.548  -4.612  -1.246  -0.90
C  -2.893  -4.147  0.040  -1.43
C  -2.693  -2.591  0.067  1.99
N  -2.145  -1.996  -1.182  1.58
O  -1.621  -0.594  -1.066  -0.85
C  -1.757  -2.442  1.210  -1.90
C  -3.983  -1.874  0.456  -1.68
C  -3.922  -1.859  -2.971  -1.54
H  -1.401  -2.769  -4.393  0.49
H  -0.372  -2.234  -3.178  -0.02
H  -1.461  -1.075  -3.828  0.36
H  -1.631  -4.313  -2.225  0.34
H  -3.030  -4.286  -3.469  0.56
H  -3.567  -5.700  -1.313  0.51
H  -4.586  -4.300  -1.362  0.33
H  -2.085  -4.836  0.287  0.36
H  -3.535  -4.387  0.887  0.47
H  -0.916  -3.135  1.224  0.87
H  -2.293  -2.803  2.087  0.52
H  -1.180  -1.549  1.449  -1.08
H  -4.652  -1.750  -0.395  -0.31
H  -3.809  -0.823  0.684  0.58
H  -4.575  -2.289  1.272  0.57
H  -4.307  -2.205  -3.930  0.38
H  -3.678  -0.798  -3.024  0.28
H  -4.755  -2.000  -2.282  0.36
C  0.445  0.498  0.323  1.90
O  0.714  -0.197  -0.829  0.94
H  -0.303  1.269  0.140  -1.29
H  0.088  -0.300  0.974  -0.19
H  1.376  0.941  0.676  -0.20
C  1.367  4.850  -1.455  -0.73
C  0.109  5.785  -1.538  -0.69
C  -0.819  5.356  -0.360  -0.83
S  -0.641  3.514  -0.335  1.47
O  -1.565  3.033  -1.344  -0.66
O  -0.717  3.044  1.090  -0.69
C  1.087  3.394  -1.027  0.03
H  2.032  5.265  -0.698  0.32
H  1.921  4.842  -2.394  0.36
H  -0.405  5.579  -2.477  0.29
H  0.408  6.832  -1.518  0.43
H  -1.870  5.636  -0.437  0.42
H  -0.465  5.542  0.654  0.41
H  1.180  2.719  -1.878  0.51
H  1.699  3.087  -0.178  -0.70
C  3.655  3.059  0.502  0.58
C  3.920  1.518  0.561  0.90
C  5.255  1.174  1.087  -1.30
S  5.995  2.728  1.417  1.16
O  7.385  2.669  1.062  -0.68
O  5.627  3.191  2.765  -0.67
C  4.949  3.652  0.194  -0.85
H  3.305  3.409  1.473  0.42
H  2.806  3.302  -0.137  -0.71
H  3.944  1.193  -0.479  0.32
H  3.140  0.941  1.057  -0.79
H  5.823  0.733  0.268  0.37
H  5.413  0.468  1.902  0.65
H  5.462  3.377  -0.728  0.34
H  5.048  4.709  0.442  0.52
C  3.933  -1.970  1.254  -0.83
C  2.784  -1.030  1.986  0.61
C  1.546  -1.910  2.259  -0.83
S  1.570  -3.275  0.959  1.00
O  0.321  -3.067  0.206  -0.25
O  1.860  -4.544  1.523  -0.74
C  3.146  -2.665  0.157  0.05
H  4.353  -2.682  1.965  0.36
H  4.806  -1.361  1.021  0.44
H  2.391  -0.429  1.166  -1.26
H  3.028  -0.300  2.758  0.74
H  0.580  -1.405  2.254  -0.11
H  1.601  -2.488  3.181  0.68
H  2.860  -1.924  -0.588  -0.51
H  3.489  -3.432  -0.538  0.62
O  -3.283  1.546  -0.898  -0.55
C  -3.297  1.214  0.275  0.30
O  -4.448  0.952  0.986  -0.46
C  -4.152  0.252  2.223  -0.18
C  -2.617  0.561  2.515  -1.14
C  -2.036  0.907  1.082  1.43
H  -4.196  -0.837  2.197  0.11
H  -4.757  0.575  3.070  0.48
H  -2.177  -0.333  2.958  0.25
H  -2.382  1.270  3.309  0.31
H  -1.521  0.122  0.529  -1.52
H  -1.334  1.740  1.113  1.03



Which value of frontier orbital gap does entry 1 give?
8.255 eV



Which value of frontier orbital gap does entry 2 give?
3.746 eV



Which value of total charge does entry 1 give?
+1



Which of these has the lowest total charge?
C26H51Cu2NO10S3